# 1
# C21H48AuINO2P3

A structure of composition C21H48AuINO2P3 in a non-equilibrium geometry (ωB97M-V/def2-TZVPD, OMol25).

Properties
Total charge   +2
Multiplicity   3
DFT total energy   -2490.9915 Ha
Maximum force   6.33 eV Å⁻¹
Relative energy (zero: lowest compared OMol25 entry of this formula, charge and spin)   0.0 kcal/mol

Each line ends with the Mulliken spin population.
Atoms and positions in Å:
C  3.16470  2.75852  -7.52546  0.01
C  3.16951  1.65516  -6.51243  0.03
H  3.91794  2.43126  -8.25289  0.01
H  3.45215  3.72972  -7.10410  0.00
H  2.19474  2.88256  -8.02261  0.00
O  3.82832  0.64757  -6.46220  0.02
I  1.70500  1.87419  -4.74015  0.04
Au  1.41531  0.09872  -2.73410  0.25
P  -0.64991  -1.08036  -3.30583  0.08
C  -0.74043  -2.88878  -3.13871  0.01
C  -2.29512  -0.52199  -2.78729  -0.01
H  -3.02673  -0.80284  -3.55530  0.00
H  -1.42089  -1.18297  -5.62374  0.00
H  -2.33048  0.56578  -2.66449  0.00
H  -0.48030  0.28466  -5.22996  0.00
H  -0.92849  -3.18809  -2.10003  0.00
H  -2.61485  -0.98141  -1.84433  0.00
C  -0.56171  -0.79516  -5.08173  0.00
H  -1.55833  -3.27092  -3.76614  0.00
H  0.35693  -1.25603  -5.43878  0.00
H  0.19803  -3.34992  -3.46342  0.00
P  2.63776  1.17566  -0.90103  0.18
C  3.71606  0.20408  0.19654  0.01
C  3.77966  2.13417  -1.89961  0.01
H  1.40452  3.17561  -0.33925  0.00
H  2.47094  2.69419  1.00280  0.01
H  0.95575  1.75725  0.69541  -0.01
C  1.80544  2.31364  0.21017  0.03
H  3.17921  2.75425  -2.56928  0.00
H  4.45100  2.75865  -1.31325  0.00
H  4.34803  0.88398  0.79177  0.01
H  4.36774  -0.44747  -0.40015  0.00
H  4.34950  1.42989  -2.50296  0.00
H  3.12465  -0.41780  0.88145  0.00
C  2.04229  -1.68234  -1.82797  0.12
O  2.33129  -2.70539  -1.32709  -0.01
C  -2.10853  2.28425  1.60072  0.03
C  -2.50631  0.84865  2.04884  0.07
C  -3.22570  0.87564  3.40366  0.00
C  -3.44847  0.33532  0.94368  0.01
P  -0.94234  -0.20280  2.17321  -0.13
N  -0.03705  0.15585  0.92649  1.10
C  0.10648  0.24590  3.69552  0.00
C  -0.45731  -0.50304  4.89969  0.00
C  1.57588  -0.15830  3.49395  0.04
C  0.11914  1.78006  3.94366  0.01
C  -1.28113  -2.05743  2.01988  0.11
C  -1.70650  -2.43292  0.60214  0.00
C  -0.00920  -2.85336  2.34107  0.00
C  -2.39679  -2.44190  3.01554  0.00
H  -3.00109  2.81634  1.24788  0.00
H  -1.40161  2.26347  0.76024  -0.02
H  -1.66209  2.86471  2.40879  0.00
H  -4.15315  1.43513  3.25708  0.00
H  -3.50706  -0.11175  3.77408  0.00
H  -2.66879  1.36978  4.20205  0.00
H  -2.94480  0.23967  -0.03186  -0.01
H  -3.92227  -0.60808  1.22916  0.00
H  -4.24970  1.07965  0.80589  0.00
H  -0.30615  -1.58914  4.83525  0.00
H  0.12482  -0.14230  5.76016  0.00
H  -1.52430  -0.30917  5.08182  0.00
H  1.96466  0.31873  2.58545  -0.02
H  2.16860  0.19995  4.35050  0.00
H  1.71040  -1.24347  3.42982  0.00
H  0.47412  2.36489  3.07872  0.00
H  -0.85060  2.17583  4.26808  0.00
H  0.83607  1.98843  4.75448  0.00
H  -1.06100  -1.92985  -0.12491  -0.01
H  -1.57828  -3.51628  0.46128  0.00
H  -2.75637  -2.19865  0.39419  0.00
H  0.81502  -2.54390  1.68731  0.00
H  0.29166  -2.77428  3.39301  0.00
H  -0.19564  -3.92137  2.13750  0.00
H  -2.17417  -2.17829  4.06619  0.00
H  -3.39163  -2.01975  2.77386  0.00
H  -2.47804  -3.54427  2.96208  0.00

Forces on atoms 1 to 3 (eV/Å):
C 0.0 0.1 -0.1
C 2.6 -3.6 0.0
H -0.2 0.2 0.1

# 2
# C21H48B2F11N3O5

A cluster of 6 separate species, C21H48B2F11N3O5 in total in a non-equilibrium geometry (ωB97M-V/def2-TZVPD, OMol25).

Properties
Total charge   0
DFT total energy   -2517.9339 Ha
Maximum force   8.49 eV Å⁻¹

Each line ends with the Löwdin charge.
Atoms and positions in Å:
C  4.91681  -0.70745  0.64529  0.04
C  5.40724  -1.14928  -0.76149  -0.40
C  6.29907  -2.41076  -0.54106  -0.15
C  5.63065  -3.57941  0.08349  -0.16
C  4.55865  -3.99422  -0.93734  -0.09
C  3.56369  -2.90973  -1.43474  -0.41
N  4.16169  -1.52999  -1.60073  -0.05
O  3.64918  -0.76499  -2.22136  0.25
C  2.26724  -2.65591  -0.58875  0.04
C  3.09976  -3.25650  -2.83846  -0.04
C  6.12939  -0.13668  -1.61709  -0.02
H  4.58918  -1.51520  1.34358  0.08
H  4.10670  0.00375  0.51811  0.08
H  5.76506  -0.17247  1.04136  0.10
H  7.18333  -2.10887  0.09310  0.15
H  6.82048  -2.61431  -1.48568  0.12
H  5.14964  -3.22484  0.98832  0.08
H  6.27791  -4.34882  0.42910  0.12
H  3.97645  -4.80315  -0.50497  0.12
H  5.07299  -4.38646  -1.86962  0.14
H  2.59405  -2.68605  0.44101  0.06
H  1.55732  -3.49039  -0.79477  0.13
H  1.87033  -1.65473  -0.90000  0.08
H  2.71726  -4.29240  -2.85338  0.11
H  3.95205  -3.08837  -3.54559  0.11
H  2.26319  -2.60492  -3.15125  0.10
H  7.08766  0.09090  -1.17321  0.09
H  5.50891  0.81158  -1.81542  0.13
H  6.39028  -0.59936  -2.54293  0.08
C  -1.30554  4.73970  -1.63247  -0.03
C  -0.73129  5.11330  -0.24091  -0.32
C  -1.81040  5.46862  0.74604  -0.22
O  -1.14403  5.67557  1.96895  -0.19
C  -2.08912  6.20467  2.95002  -0.04
N  -0.01313  3.94570  0.38974  0.20
H  -0.56314  3.04317  0.24896  0.13
H  0.90194  3.73106  -0.04713  0.14
H  0.06615  4.17800  1.38312  0.15
H  -1.74915  3.72822  -1.73028  0.09
H  -0.50003  4.83534  -2.42188  0.10
H  -2.06990  5.48433  -1.91648  0.08
H  -0.05364  5.93765  -0.35563  0.15
H  -2.50797  4.58994  0.73251  0.16
H  -2.19033  6.44754  0.37652  0.15
H  -1.53842  6.69798  3.71938  0.08
H  -2.71258  5.47411  3.45998  0.09
H  -2.75920  6.86906  2.45739  0.07
C  -3.82929  -2.36479  1.55088  -0.05
C  -3.07772  -1.06228  1.37231  -0.44
C  -1.80197  -0.94317  2.22488  -0.24
O  -0.92584  -1.93697  1.84656  -0.17
C  0.29545  -1.91360  2.56325  -0.07
N  -2.90523  -0.92631  -0.07790  0.06
H  -2.14260  -0.22144  -0.25125  0.09
H  -2.46073  -1.80509  -0.39073  0.09
H  -5.07800  -0.69561  0.14646  0.04
H  -3.31553  -3.20897  1.13597  0.08
H  -4.84107  -2.25796  1.09195  0.08
H  -3.97195  -2.46593  2.59778  0.07
H  -3.66715  -0.31608  1.87066  0.12
H  -2.07201  -1.01446  3.29936  0.13
H  -1.35248  0.04828  2.01641  0.12
H  0.14757  -1.54889  3.55702  0.08
H  1.00776  -1.21547  2.09223  0.08
H  0.81079  -2.89500  2.55765  0.08
C  -6.00216  -0.11985  -1.45451  -0.38
O  -6.55509  1.01709  -1.98328  -0.07
O  -5.71551  -0.00186  -0.10620  0.02
C  -6.94233  -1.36827  -1.69794  -0.60
F  -6.23264  -2.40756  -1.37320  0.18
F  -8.08959  -1.31754  -1.05574  0.18
F  -7.29311  -1.43880  -3.00520  0.13
C  -5.67310  2.18017  -2.19486  -0.19
C  -5.87968  3.05469  -1.01903  -0.09
H  -6.95084  3.28125  -0.80648  0.10
H  -5.50328  2.64949  -0.09878  0.06
H  -5.37576  4.01294  -1.14327  0.06
H  -6.02243  2.65538  -3.09007  0.11
H  -4.63966  1.78710  -2.25394  0.13
H  -5.04290  -0.39155  -1.98581  0.17
B  3.26671  -4.30260  2.88916  -1.10
F  3.49552  -2.90703  2.31299  -0.05
F  3.50400  -5.18056  1.78293  0.07
F  4.19095  -4.56053  3.92392  0.09
F  1.97566  -4.50421  3.37153  0.11
B  0.98889  1.14080  -0.53155  -1.24
F  -0.39414  1.52253  -0.21170  0.03
F  1.76149  1.04761  0.56761  0.18
F  1.06662  0.11210  -1.37580  0.20
F  1.44608  2.39803  -1.15759  0.01

Forces on atoms 1 to 3 (eV/Å):
C -0.6 0.1 -0.7
C 0.3 -1.4 0.7
C 2.4 1.3 -0.1

# 3
# C21H48B3ClFIO3

A cluster of 4 separate species, C21H48B3ClFIO3 in total (ωB97M-V/def2-TZVPD, OMol25).

Properties
Total charge   0
SMILES string   CC[C@H](Cl)B1OB(F)OB(I)O1.CCCCCC.CCCCCC.CCCCCC
DFT total energy   -1987.3653 Ha
Maximum force   0.73 eV Å⁻¹

Each line ends with the Löwdin charge.
Atoms and positions in Å:
C  -8.07940  -3.52471  -2.37296  -0.09
C  -6.93948  -2.60987  -2.84495  -0.26
C  -5.87126  -3.33760  -3.66550  -0.55
Cl  -6.55588  -3.95267  -5.20392  0.67
B  -5.13412  -4.46128  -2.85727  -0.58
O  -4.93589  -5.75577  -3.28887  0.34
B  -3.63124  -6.16697  -3.20175  -0.70
F  -3.25315  -7.34634  -3.64656  0.30
O  -2.70019  -5.31950  -2.61790  0.25
B  -3.16968  -4.45440  -1.65673  -1.08
I  -1.85570  -3.64141  -0.21865  1.01
O  -4.50500  -4.13381  -1.65514  0.21
H  -9.04939  -3.17671  -2.72134  0.07
H  -8.11797  -3.58229  -1.28587  0.08
H  -7.95381  -4.54216  -2.74999  0.07
H  -6.43038  -2.15911  -1.99230  0.09
H  -7.32782  -1.79468  -3.45533  0.11
H  -5.10134  -2.61427  -3.95089  0.12
C  -5.17497  -0.88627  0.24766  -0.11
C  -4.16477  -0.57713  1.34542  -0.29
C  -4.72156  0.28154  2.47849  -0.22
C  -5.19187  1.67379  2.05245  -0.23
C  -4.12260  2.52148  1.36350  -0.27
C  -2.90843  2.80279  2.24251  -0.11
H  -5.52213  0.02058  -0.25192  0.07
H  -4.72879  -1.53398  -0.50895  0.05
H  -6.04907  -1.40201  0.65389  0.08
H  -3.28865  -0.09333  0.90447  0.09
H  -3.80695  -1.52035  1.76728  0.09
H  -3.95824  0.37674  3.25567  0.10
H  -5.55986  -0.24479  2.94607  0.11
H  -5.55005  2.20570  2.93963  0.11
H  -6.05640  1.58364  1.38893  0.10
H  -4.57431  3.46960  1.06032  0.10
H  -3.79757  2.03380  0.44000  0.10
H  -3.20339  3.31479  3.16130  0.08
H  -2.18686  3.43687  1.72545  0.07
H  -2.39146  1.88344  2.52337  0.05
C  3.72717  -0.38200  -0.52298  -0.11
C  2.72566  0.60029  0.07371  -0.26
C  2.67809  0.56737  1.60076  -0.23
C  2.25551  -0.77554  2.20021  -0.22
C  0.89265  -1.28099  1.73089  -0.28
C  -0.26293  -0.35389  2.09492  -0.11
H  3.47832  -1.41772  -0.28634  0.07
H  3.76052  -0.29633  -1.61018  0.07
H  4.73383  -0.18643  -0.14477  0.06
H  1.73108  0.40602  -0.33780  0.10
H  2.98958  1.61394  -0.24034  0.10
H  2.00471  1.35386  1.95234  0.10
H  3.66835  0.82524  1.99098  0.10
H  2.24262  -0.68090  3.29072  0.11
H  3.01179  -1.53218  1.97483  0.10
H  0.71515  -2.26316  2.17882  0.10
H  0.90440  -1.44004  0.64834  0.09
H  -0.31496  -0.20233  3.17589  0.08
H  -1.21876  -0.77033  1.77199  0.04
H  -0.15959  0.62565  1.62432  0.07
C  7.82988  5.04005  -1.42374  -0.11
C  7.28953  3.63999  -1.69416  -0.27
C  6.29763  3.15463  -0.63822  -0.23
C  6.86898  3.04360  0.77706  -0.23
C  8.08665  2.12852  0.91000  -0.27
C  7.79145  0.68492  0.51919  -0.11
H  8.38582  5.08431  -0.48588  0.06
H  8.50473  5.36193  -2.21783  0.07
H  7.01586  5.76599  -1.36372  0.07
H  8.12254  2.93599  -1.77553  0.10
H  6.79099  3.63046  -2.66691  0.10
H  5.89547  2.18553  -0.94757  0.09
H  5.44273  3.83832  -0.61391  0.11
H  6.07761  2.67547  1.43880  0.10
H  7.12898  4.03874  1.14773  0.10
H  8.42960  2.15972  1.94735  0.10
H  8.91515  2.51044  0.30693  0.10
H  6.97768  0.28678  1.13053  0.07
H  8.66158  0.04320  0.66163  0.07
H  7.49356  0.60752  -0.52772  0.06

Forces on atoms 1 to 3 (eV/Å):
C 0.1 -0.1 0.1
C 0.0 0.0 -0.1
C -0.2 0.0 0.2